Entry 1:
{
  "formula": "C10H13O2S2",
  "method": "ωB97M-V/def2-TZVPD",
  "spin_multiplicity": 1,
  "lumo_energy_ev": 3.150,
  "e_above_lowest_kj_mol": 0.0,
  "total_charge": -1,
  "elements": ["C", "C", "C", "C", "C", "C", "C", "C", "C", "C", "O", "O", "S", "S", "H", "H", "H", "H", "H", "H", "H", "H", "H", "H", "H", "H", "H"],
  "coordinates": [[-0.58038, 0.95598, 0.20118], [-1.71168, 1.65079, -0.46066], [0.42493, 1.73140, 0.55827], [-2.72009, 0.59004, -0.72428], [-2.04454, -0.73866, -0.47615], [2.93907, 0.25172, -1.51836], [3.89408, 1.05570, -0.61310], [-0.85863, -0.48663, 0.49251], [2.21013, -0.05846, 0.85909], [-1.34010, -0.56390, 1.99310], [0.82730, 2.84611, 0.80057], [-1.76577, 2.83273, -0.80702], [2.20250, -1.10828, -0.69615], [3.92711, 0.46771, 1.08607], [-3.75412, 0.83325, -0.16033], [-2.98850, 0.56192, -1.73461], [-2.60018, -1.44404, 0.16067], [-1.73469, -1.35305, -1.28731], [2.10300, 0.97102, -1.90492], [3.47333, -0.08002, -2.46500], [4.96564, 1.01099, -1.05319], [3.58195, 2.15309, -0.49485], [-0.00354, -1.06915, 0.45680], [1.94156, -0.89222, 1.60993], [-0.39197, -0.70248, 2.47117], [-1.98023, -1.43170, 2.16159], [-1.88458, 0.33783, 2.38274]]
}

Entry 2:
{
  "formula": "C10H13OS",
  "method": "ωB97M-V/def2-TZVPD",
  "spin_multiplicity": 1,
  "lumo_energy_ev": [-6.846, -6.817],
  "e_above_lowest_kj_mol": 346.1,
  "total_charge": 1,
  "elements": ["C", "C", "C", "C", "C", "C", "C", "C", "C", "C", "O", "S", "H", "H", "H", "H", "H", "H", "H", "H", "H", "H", "H", "H", "H"],
  "coordinates": [[4.00660, -0.48208, 0.38083], [3.04289, -1.49411, 0.12925], [3.56010, 0.87518, 0.19395], [1.71563, -1.12593, -0.25783], [2.27392, 1.20831, -0.20652], [1.36900, 0.17617, -0.40602], [-3.30878, -0.39642, -0.26021], [-2.57704, 0.20135, 0.96277], [-3.10440, 0.32994, -1.53127], [-1.01599, -0.07256, 0.94324], [-0.47960, 2.08290, -0.64666], [-0.34550, 0.64127, -0.59981], [5.02899, -0.73570, 0.65594], [3.29480, -2.55830, 0.27584], [4.33593, 1.62125, 0.05346], [0.89789, -1.71768, -0.36683], [2.07781, 2.17992, -0.44623], [-3.13251, -1.52364, -0.30701], [-4.30403, -0.52430, -0.02413], [-2.65566, 1.35096, 0.96803], [-2.98523, -0.27436, 1.87264], [-2.86539, -0.17070, -2.54854], [-3.29623, 1.44437, -1.53033], [-0.56781, 0.10687, 1.91590], [-0.96541, -1.14270, 0.77954]]
}

Computed values of DFT total energy (unit: Ha) for the preceding records, in sequence: -1335.62562 -861.85105.